[1]
Entry from the Open Molecules 2025 dataset: a molecular structure, C8H21I2O2P2Ti (ωB97M-V/def2-TZVPD).

The geometry in XYZ format:
```
36
Properties=species:S:1:pos:R:3
I 0.00 -1.37 -5.36
I 0.00 1.30 -4.65
Ti 0.00 0.85 0.21
P -2.47 0.20 -0.18
P 2.47 0.18 -0.17
O 0.00 0.21 1.86
O 0.00 -1.36 -2.05
C 3.03 -1.30 0.75
C 3.43 -0.01 -1.73
C 3.33 1.53 0.71
C -3.04 -1.28 0.74
C -3.42 0.01 -1.74
C 0.00 -0.53 -1.20
C -3.33 1.55 0.70
C 0.00 -0.16 3.24
H 0.85 -0.82 3.49
H -0.01 0.80 3.78
H 4.40 1.27 0.81
H 2.84 -2.18 0.13
H -3.31 2.46 0.07
H -3.12 -0.94 -2.24
H -4.53 -0.03 -1.61
H -3.21 0.85 -2.40
H -2.86 -2.16 0.12
H 3.22 0.84 -2.39
H -4.40 1.30 0.79
H -2.86 1.78 1.67
H -0.86 -0.81 3.50
H 3.13 -0.95 -2.23
H 2.87 1.76 1.68
H -4.13 -1.22 0.90
H 3.33 2.44 0.09
H 4.53 -0.06 -1.60
H 4.12 -1.25 0.91
H 2.51 -1.46 1.70
H -2.52 -1.44 1.70
```

The maximum force comes out at 0.175 hartree/bohr. The energy comes out at -70595.7378 eV. The charge is +3. The calculation puts the HOMO energy (spin up / spin down) at -17.7 / -17.5 eV. Its multiplicity is 1.

Here are the Mulliken charges for atoms 1 to 4, given in e: 0.1848, 0.0386, 0.3600, 0.9765

---

[2]
Entry from the Open Molecules 2025 dataset: a molecular structure, C4H10N2S (ωB97M-V/def2-TZVPD).

The geometry in XYZ format:
```
17
Properties=species:S:1:pos:R:3
S 1.67 -1.25 0.15
N -2.32 -0.94 -0.51
N 1.11 2.00 -0.45
C 0.16 -0.27 -0.18
C -1.33 1.04 0.20
C -1.28 -0.49 0.41
C 0.18 1.22 0.38
H -0.11 -0.01 -1.23
H 0.40 1.20 1.45
H -1.73 -0.97 1.49
H -1.56 0.88 -1.07
H 1.20 2.90 0.03
H 1.96 1.49 -0.27
H -1.83 2.00 0.75
H -3.28 -0.57 -0.29
H -2.29 -1.89 -0.16
H 2.65 -1.44 -1.34
```

The maximum force comes out at 0.085 hartree/bohr. The energy comes out at -18120.1554 eV. The calculation puts the HOMO energy at -9.0 eV. Its multiplicity is 1. For the relative energy (zero: lowest compared OMol25 entry of this formula, charge and spin), the calculation gives 125.2 kcal per mole.

Here are the Mulliken charges for atoms 1 to 4, given in e: -0.2363, -0.6688, -0.6726, -0.6667

---

[3]
Entry from the Open Molecules 2025 dataset: a gas-phase ion, C3H6NO3 (charge +1) (ωB97M-V/def2-TZVPD).

The geometry in XYZ format:
```
13
Properties=species:S:1:pos:R:3
O 0.78 -1.24 -0.80
O 1.67 -1.42 1.46
O 0.38 0.27 2.28
N -1.11 0.74 -1.65
C 0.33 -0.30 -0.01
C -0.54 0.71 -0.27
C 0.91 -0.50 1.34
H -2.12 1.02 -1.69
H -0.37 1.33 -2.08
H 1.32 -1.81 -0.20
H -0.86 1.49 0.41
H 0.72 0.02 3.14
H -1.11 -0.32 -1.93
```

The maximum force comes out at 0.049 hartree/bohr. The energy comes out at -10833.2311 eV. The charge is +1. The calculation puts the HOMO energy at -14.6 eV. Its multiplicity is 1. For the relative energy (zero: lowest compared OMol25 entry of this formula, charge and spin), the calculation gives 16.9 kcal per mole. Its structure (SMILES) is [NH3+]/C=C(\O)C(=O)O.

Here are the Mulliken charges for atoms 1 to 4, given in e: -0.5801, -0.5265, -0.4151, -0.2612

---

[4]
Entry from the Open Molecules 2025 dataset: 9 unconnected molecules or ions with the total composition CH20O9 (ωB97M-V/def2-TZVPD).

The geometry in XYZ format:
```
30
Properties=species:S:1:pos:R:3
O 1.01 -1.97 -2.37
O 2.14 -1.65 1.27
O 1.23 1.97 -2.30
O -2.54 -0.43 -2.54
O -2.38 -0.03 2.81
O -3.15 0.67 0.10
O 0.17 -1.14 3.03
O 1.93 2.17 0.78
O 1.46 0.14 -0.76
C 0.05 -0.05 -0.36
H 1.90 -1.06 0.49
H 1.79 1.33 0.07
H 0.58 -2.67 -1.96
H 0.02 0.73 0.52
H -1.45 -0.45 2.79
H -2.92 1.52 0.07
H -1.76 -0.83 -2.19
H -2.62 0.15 1.88
H -3.03 0.32 -0.80
H 2.88 -1.22 1.46
H 1.02 1.33 -1.70
H 1.26 2.93 0.79
H 2.16 1.75 -2.68
H 0.16 -1.50 3.82
H 0.77 -1.21 -1.83
H -2.16 -0.27 -3.45
H 1.59 1.65 1.63
H -0.52 0.26 -1.10
H 0.91 -1.44 2.50
H -0.48 -1.01 0.01
```

The maximum force comes out at 0.137 hartree/bohr. The energy comes out at -19784.9313 eV. The calculation puts the HOMO energy at -10.0 eV. Its multiplicity is 1. For the relative energy (zero: lowest compared OMol25 entry of this formula, charge and spin), the calculation gives 114.3 kcal per mole.

Here are the Mulliken charges for atoms 1 to 4, given in e: -0.6419, -0.7319, -0.7387, -0.6948

---

[5]
Entry from the Open Molecules 2025 dataset: a molecular structure, C17H46N3O19S2Zn2 (ωB97M-V/def2-TZVPD).

The geometry in XYZ format:
```
89
Properties=species:S:1:pos:R:3
Zn -0.57 2.30 -3.80
Zn -4.19 -1.54 0.09
S -0.39 0.94 -0.46
S -4.96 -4.52 2.05
O 0.12 0.54 -1.76
O -0.78 2.29 -0.76
O -1.56 0.15 -0.06
O -5.42 -4.52 3.46
O 0.33 1.02 6.85
O 5.13 2.77 -1.33
O -3.74 -3.75 1.88
O -5.79 -3.69 1.13
O -2.25 8.07 0.94
O 0.57 1.00 0.61
O -3.38 2.32 -4.98
O -0.18 5.71 1.67
O -5.39 0.75 1.59
O 3.14 -2.36 -4.77
O 2.17 -4.76 4.48
O 4.42 1.34 1.04
O -5.59 0.78 -1.00
O -1.13 0.81 -6.34
O -4.83 -5.89 1.56
N 0.54 -3.91 3.14
N 0.97 1.43 4.86
N 4.18 -3.31 -2.03
C 0.10 0.92 5.69
C -2.51 0.74 -6.81
C -3.54 1.82 -6.32
C 4.25 -1.82 -2.57
C 4.21 -1.73 -4.14
C 4.92 -4.35 -2.97
C -6.22 1.84 -0.28
C -1.05 0.18 5.09
C -1.58 6.09 1.97
C -2.33 6.74 0.77
C 4.80 -3.38 -0.61
C 0.99 -4.74 4.04
C 2.71 -3.73 -1.94
C 4.50 3.43 -0.21
C -0.06 -5.76 4.56
C 4.84 2.77 1.07
C -6.63 1.34 1.11
H -3.59 2.72 -6.93
H -1.65 6.64 2.91
H -1.29 -0.80 5.51
H -0.18 4.90 1.16
H 4.16 -0.68 -4.40
H -0.46 -3.84 2.98
H 2.19 -3.15 -2.70
H 4.37 -4.54 -3.89
H -5.15 1.33 2.31
H 4.63 3.16 -2.05
H -3.35 6.37 0.63
H 4.16 -2.72 -0.03
H 4.61 -4.37 -0.18
H -1.83 6.39 -0.14
H -7.14 2.14 -0.77
H -1.29 8.08 0.95
H -4.50 1.34 -6.15
H -1.97 5.08 2.14
H -5.47 2.63 -0.32
H -0.72 -5.85 3.71
H 1.85 1.71 5.27
H 3.47 1.27 0.97
H 4.75 -5.23 -2.34
H -1.11 -0.05 4.03
H 0.39 -6.71 4.86
H -2.89 -0.27 -6.64
H 2.31 -3.56 -0.94
H 2.78 -4.80 -2.12
H -6.95 2.18 1.73
H 4.26 3.18 1.89
H 5.83 -3.02 -0.59
H 5.18 -1.96 -4.57
H 5.25 -1.44 -2.34
H 1.15 -3.22 2.71
H 2.40 -1.78 -4.98
H -2.47 0.77 -7.90
H -0.60 -5.32 5.40
H 3.52 -1.33 -1.94
H -5.15 1.30 -1.68
H -2.00 0.67 5.29
H 5.99 -4.17 -3.00
H 3.44 3.59 -0.41
H 5.88 2.88 1.39
H 0.93 1.09 3.91
H -7.47 0.66 0.96
H 4.91 4.45 -0.22
```

The maximum force comes out at 0.094 hartree/bohr. The energy comes out at -180238.9179 eV. The charge is -1. The calculation puts the HOMO energy at -5.3 eV. Its multiplicity is 1.

Here are the Mulliken charges for atoms 1 to 4, given in e: 0.8450, 1.2489, 0.8772, 1.1810

---

[6]
Entry from the Open Molecules 2025 dataset: a molecular structure, C23H40Cl3N4O3ScSi (ωB97M-V/def2-TZVPD).

The geometry in XYZ format:
```
75
Properties=species:S:1:pos:R:3
Sc 0.61 -0.57 0.90
Cl 1.57 1.72 0.91
Cl 1.41 -2.38 2.32
Cl 2.82 -1.04 -0.23
Si 4.39 -1.30 1.29
O -0.43 -0.02 2.53
O 1.37 -0.35 -2.13
O -0.24 -2.09 -0.34
N -1.39 0.61 0.11
N 0.10 -3.06 -2.38
N 0.08 -0.09 4.73
N -2.89 2.22 0.31
C -1.11 0.27 -3.46
C 3.59 0.56 -3.55
C 4.47 -3.12 1.70
C 1.24 0.85 -2.71
C -1.95 2.90 -3.08
C -0.64 -2.40 -1.50
C -0.76 -1.26 4.96
C -2.84 1.95 -3.60
C 0.14 0.48 3.54
C 1.47 -3.47 -2.06
C -3.56 1.12 -0.21
C 5.98 -0.78 0.47
C -1.59 1.88 0.46
C -2.42 0.63 -3.79
C -0.22 1.22 -2.98
C 0.85 0.42 5.85
C 1.64 0.17 -5.08
C 2.48 -0.35 -6.19
C 4.02 -0.21 2.75
C -0.32 -3.28 -3.75
C -0.65 2.52 -2.75
C -2.62 0.13 -0.33
C 2.14 0.58 -3.91
H 3.26 -1.05 -5.85
H 1.59 1.13 5.47
H 1.56 -3.63 -0.98
H -1.67 -2.17 -1.85
H 1.36 -0.41 6.36
H 4.95 0.30 3.03
H 5.52 -3.42 1.79
H -3.86 2.24 -3.87
H 4.20 0.45 -4.45
H 3.82 -0.25 -2.85
H -0.75 -0.76 -3.60
H 0.07 3.23 -2.32
H 3.85 1.50 -3.04
H 3.27 0.57 2.53
H -1.57 -1.00 5.65
H 0.11 -2.53 -4.44
H -0.16 -2.05 5.41
H 2.98 0.47 -6.72
H 2.18 -2.70 -2.39
H -0.84 2.58 0.82
H 3.98 -3.74 0.94
H 0.56 0.18 -5.25
H 5.89 0.20 -0.03
H 1.85 -0.88 -6.91
H -3.11 -0.13 -4.18
H -2.27 3.93 -2.92
H -2.75 -0.88 -0.69
H 6.31 -1.53 -0.26
H -1.17 -1.60 4.00
H -3.28 3.13 0.52
H -4.61 1.11 -0.46
H 3.67 -0.81 3.60
H 3.97 -3.29 2.66
H 0.19 0.92 6.57
H -1.42 -3.24 -3.82
H 1.66 -4.40 -2.61
H 1.69 1.67 -2.12
H 0.73 1.41 3.45
H 0.04 -4.27 -4.07
H 6.74 -0.70 1.25
```

The maximum force comes out at 0.057 hartree/bohr. The energy comes out at -102755.1793 eV. The calculation puts the HOMO energy at -6.1 eV. Its multiplicity is 1. For the relative energy (zero: lowest compared OMol25 entry of this formula, charge and spin), the calculation gives 59.3 kcal per mole.

Here are the Mulliken charges for atoms 1 to 4, given in e: 0.2676, -0.4735, -0.5363, 0.0932

---

[7]
Entry from the Open Molecules 2025 dataset: a molecular structure, C24H22F5O4SiTa (ωB97M-V/def2-TZVPD).

The geometry in XYZ format:
```
57
Properties=species:S:1:pos:R:3
Ta -0.91 -0.17 0.49
Si -3.83 -2.01 0.31
F 0.85 -3.66 -2.12
F -1.25 0.66 -4.71
F 0.94 -3.50 -4.82
F -0.10 -1.37 -6.12
F -1.31 0.46 -1.91
O 0.06 3.84 0.13
O -0.30 -0.68 2.15
O -0.55 1.71 0.39
O -0.37 -1.55 -0.68
C 0.32 2.73 0.46
C -0.77 -0.51 -2.72
C -2.94 -0.33 0.72
C 1.92 0.84 -1.03
C -0.25 -1.58 -2.04
C 3.51 -0.92 0.45
C 3.76 3.03 2.08
C 0.33 -2.61 -2.75
C 3.02 0.22 1.05
C 4.37 3.81 3.02
C 3.61 4.68 3.79
C 1.71 2.33 0.92
C -2.88 -3.34 1.20
C -0.15 -1.43 -4.80
C 2.23 1.13 0.32
C -0.75 -0.39 -4.09
C 0.38 -2.53 -4.14
C 3.23 -1.17 -0.89
C -5.56 -1.83 0.94
C 2.22 4.80 3.62
C -3.77 -2.22 -1.54
C 2.45 -0.29 -1.63
C 2.34 3.11 1.88
C 1.60 4.04 2.67
H -2.85 -3.17 2.27
H 5.45 3.78 3.14
H 1.35 1.54 -1.62
H 4.35 2.40 1.42
H -2.76 -2.40 -1.92
H 2.26 -0.48 -2.68
H -3.37 -4.31 1.05
H 4.10 -1.62 1.02
H 0.53 4.13 2.53
H -3.20 -0.06 1.75
H -5.58 -1.67 2.02
H -4.19 -1.35 -2.06
H -4.37 -3.09 -1.82
H -6.13 -2.74 0.73
H -6.08 -0.99 0.46
H 3.20 0.41 2.10
H -0.03 -1.39 2.74
H 3.63 -2.06 -1.36
H -1.85 -3.45 0.83
H -3.36 0.44 0.05
H 1.66 5.49 4.23
H 4.10 5.30 4.53
```

The maximum force comes out at 0.009 hartree/bohr. The energy comes out at -56438.0124 eV. The charge is +2. The calculation puts the HOMO energy at -15.0 eV. Its multiplicity is 1. For the relative energy (zero: lowest compared OMol25 entry of this formula, charge and spin), the calculation gives 0.0 kcal per mole.

Here are the Mulliken charges for atoms 1 to 4, given in e: 1.2965, 0.1713, -0.3534, -0.2755

---

[8]
Entry from the Open Molecules 2025 dataset: a molecular structure, C18H44BeN2O6 (ωB97M-V/def2-TZVPD).

The geometry in XYZ format:
```
71
Properties=species:S:1:pos:R:3
O -0.02 -1.23 -1.69
O 2.01 -0.42 1.48
O -3.71 -3.37 1.94
O 2.84 1.72 -3.53
O 0.47 2.54 1.41
O -2.35 1.37 -0.49
N 1.27 1.58 -1.31
N -1.56 -1.81 0.81
C 1.54 2.98 0.68
C 3.00 -1.16 2.08
C -2.65 3.73 0.00
C 2.54 -1.87 3.35
C -0.15 -0.66 -2.97
C 0.62 2.57 2.84
C -3.29 2.30 -0.08
C 3.64 1.62 -4.75
C -3.92 -4.78 2.25
C 1.27 2.95 -0.80
C 3.63 1.77 -2.36
C 2.63 1.07 -1.36
C -3.05 -1.64 0.41
C 3.74 -2.07 1.04
C -0.64 -2.46 -1.51
C -0.77 -2.78 0.03
C -4.11 1.81 1.08
C -4.03 -2.82 0.63
Be -0.16 0.30 0.34
H -3.03 -1.45 -0.66
H -3.47 1.56 1.93
H 1.03 1.64 -2.28
H -3.28 -5.44 1.67
H -1.46 -2.06 1.78
H 4.46 1.07 -2.24
H -1.19 -0.46 -3.21
H 3.95 2.78 -2.10
H -3.43 4.49 -0.04
H -3.39 -0.66 0.75
H -4.69 0.91 0.90
H 1.39 1.97 3.32
H 3.21 0.88 -0.45
H 1.79 -2.62 3.07
H -4.94 -5.08 2.02
H 0.18 -2.78 0.56
H 2.52 0.01 -1.55
H -4.61 2.69 1.49
H -4.06 2.35 -0.85
H 4.35 -1.46 0.36
H 4.09 0.64 -4.92
H 1.69 4.05 0.81
H -0.28 2.14 3.30
H 3.31 -2.58 3.64
H 0.19 -1.50 -3.57
H -1.92 3.89 -0.80
H 0.67 3.60 3.17
H 3.01 1.86 -5.60
H 3.01 -2.52 0.37
H -1.04 -3.81 0.24
H 3.61 -0.31 2.41
H -0.13 -3.25 -2.06
H 4.38 -2.91 1.32
H -1.61 -2.68 -1.97
H 4.49 2.29 -4.85
H 2.33 -1.13 4.12
H -3.88 -3.63 -0.09
H 1.94 3.58 -1.39
H -3.90 -4.92 3.33
H 0.39 0.25 -3.23
H -5.06 -2.49 0.66
H -2.11 3.94 0.92
H 2.48 2.61 1.08
H 0.25 3.33 -0.86
```

The maximum force comes out at 0.067 hartree/bohr. The energy comes out at -35030.7972 eV. The charge is +1. The calculation puts the HOMO energy (spin up / spin down) at -9.9 / -9.9 eV. Its multiplicity is 2.

Here are the Mulliken charges for atoms 1 to 4, given in e: 0.0431, -0.2431, -0.3309, -0.2466